Entry 1:
ORCA calculation (ωB97M-V/def2-TZVPD) on a molecular structure, C6H10N in a non-equilibrium geometry.

Atoms and positions in Å:
C (2.919, 0.104, -0.538)
C (0.916, -0.986, 0.484)
C (-1.851, -0.686, 0.571)
C (-1.470, -0.623, -0.928)
C (-0.729, 0.044, 0.156)
C (-0.465, 1.566, 0.329)
N (1.946, -0.491, 0.058)
H (3.466, 0.866, 0.087)
H (3.345, -0.395, -1.468)
H (0.651, -1.887, 0.929)
H (-2.601, -0.099, 1.025)
H (-1.731, -1.645, 1.075)
H (-1.046, -1.528, -1.296)
H (-2.159, -0.124, -1.555)
H (-0.392, 2.223, -0.584)
H (0.512, 1.611, 0.824)
H (-1.313, 2.052, 0.829)

As for the total energy: -7862.9805 eV. As for the net charge: +1. The gap between HOMO and LUMO is 8.96 eV. The highest occupied orbital energy comes out at -14.3043 eV. For the LUMO energy, the calculation gives -0.1963 hartree. As for the energy above the lowest of the compared OMol25 structures with the same formula, charge and spin: 324.9 kJ/mol.


Entry 2:
ORCA calculation (ωB97M-V/def2-TZVPD) on a gas-phase ion, C6H10N (charge +1) in a non-equilibrium geometry.

Atoms and positions in Å:
C (-1.725, -0.245, -1.146)
C (-0.856, -1.144, -1.088)
N (0.342, -1.325, -0.393)
C (1.493, -1.065, -1.225)
C (0.308, -0.325, 0.712)
C (-0.521, 0.663, 0.816)
C (-0.406, 1.958, 1.548)
H (-2.714, -0.050, -1.487)
H (0.337, -2.295, 0.024)
H (1.382, -1.631, -2.073)
H (1.558, -0.054, -1.396)
H (2.438, -1.319, -0.899)
H (1.298, -0.544, 1.331)
H (-1.476, 0.547, 0.337)
H (-0.646, 2.666, 0.788)
H (0.497, 2.156, 1.909)
H (-1.308, 2.007, 2.242)

As for the total energy: -7861.6251 eV. As for the net charge: +1. The gap between HOMO and LUMO is 10.34 eV. The highest occupied orbital energy comes out at -14.5719 eV. For the LUMO energy, the calculation gives -0.1556 hartree. The SMILES is C#C[N@@H+](C)/C=C/C. As for the energy above the lowest of the compared OMol25 structures with the same formula, charge and spin: 455.7 kJ/mol.


Entry 3:
ORCA calculation (ωB97M-V/def2-TZVPD) on a gas-phase ion, C6H10N (charge +1) in a non-equilibrium geometry.

Atoms and positions in Å:
C (1.012, 0.108, 2.241)
C (1.318, 0.714, 1.084)
C (0.521, -0.345, 0.244)
N (-0.549, 0.187, -0.644)
C (-0.345, 0.855, -1.899)
C (-1.065, -0.459, -1.868)
C (0.058, -0.920, 1.636)
H (1.406, 0.345, 3.189)
H (1.705, 1.651, 0.841)
H (1.174, -0.995, -0.202)
H (-1.327, 0.578, 0.025)
H (0.634, 1.172, -2.370)
H (-1.148, 1.758, -1.943)
H (-2.145, -0.613, -1.760)
H (-0.540, -1.370, -2.111)
H (0.415, -1.887, 1.859)
H (-1.124, -0.777, 1.677)

As for the total energy: -7863.6605 eV. As for the net charge: +1. The gap between HOMO and LUMO is 10.44 eV. The highest occupied orbital energy comes out at -13.9298 eV. For the LUMO energy, the calculation gives -0.1282 hartree. The SMILES is C1=C[C@H]([NH+]2CC2)C1. As for the energy above the lowest of the compared OMol25 structures with the same formula, charge and spin: 259.3 kJ/mol.


Entry 4:
ORCA calculation (ωB97M-V/def2-TZVPD) on a gas-phase ion, C6H10N (charge +1) in a non-equilibrium geometry.

Atoms and positions in Å:
C (3.483, -0.785, -0.059)
C (2.761, 0.177, -0.052)
C (1.539, 1.034, 0.020)
C (0.133, 0.387, -0.029)
C (-1.059, 1.327, -0.046)
N (-0.034, -0.876, 0.206)
C (-1.324, -1.573, -0.092)
H (4.123, -1.583, 0.165)
H (1.700, 1.502, 1.003)
H (1.754, 1.879, -0.670)
H (-1.510, 1.022, -0.991)
H (-0.667, 2.402, -0.129)
H (-1.524, 0.975, 0.891)
H (0.785, -1.407, 0.369)
H (-1.697, -1.230, -0.967)
H (-0.996, -2.565, -0.196)
H (-1.877, -1.434, 0.833)

As for the total energy: -7864.6527 eV. As for the net charge: +1. The gap between HOMO and LUMO is 9.84 eV. The highest occupied orbital energy comes out at -14.2790 eV. For the LUMO energy, the calculation gives -0.1630 hartree. The SMILES is C#CC/C(C)=[NH+]/C. As for the energy above the lowest of the compared OMol25 structures with the same formula, charge and spin: 163.6 kJ/mol.


Entry 5:
ORCA calculation (ωB97M-V/def2-TZVPD) on a gas-phase ion, C6H10N2 (charge -1) in a non-equilibrium geometry.

Atoms and positions in Å:
C (-2.013, 0.399, -1.193)
C (-0.519, 0.296, -1.572)
C (0.354, -0.779, -0.827)
C (0.923, -0.280, 0.452)
C (2.007, 0.471, 0.823)
N (1.994, 0.644, 2.199)
C (0.972, -0.037, 2.637)
N (0.291, -0.611, 1.617)
H (-2.346, -0.259, -0.396)
H (-2.612, 0.303, -2.098)
H (-2.184, 1.437, -0.881)
H (0.009, 1.247, -1.550)
H (-0.495, -0.051, -2.585)
H (-0.320, -1.605, -0.645)
H (1.112, -1.002, -1.575)
H (2.588, 1.188, 0.267)
H (0.784, -0.175, 3.685)
H (-0.544, -1.188, 1.641)

The multiplicity is 2. As for the total energy: -9362.8628 eV. As for the net charge: -1. The gap between HOMO and LUMO (alpha / beta) is 3.04 / 8.97 eV. The highest occupied orbital energy (alpha / beta) comes out at 1.1433 / -4.9323 eV. For the LUMO energy (alpha / beta), the calculation gives 0.1536 / 0.1484 hartree. As for the energy above the lowest of the compared OMol25 structures with the same formula, charge and spin: 39.9 kJ/mol.


Entry 6:
ORCA calculation (ωB97M-V/def2-TZVPD) on 3 unconnected molecules or ions with the total composition C6H10N2 in a non-equilibrium geometry.

Atoms and positions in Å:
C (1.184, 0.022, 0.765)
N (-0.112, -0.515, 0.346)
C (-0.793, -0.155, -0.648)
C (0.604, -1.560, -1.606)
C (-1.532, 0.622, 1.518)
C (1.731, -1.268, -2.213)
C (-1.270, 1.788, 2.070)
N (-1.660, 0.104, -1.460)
H (-2.442, 0.680, -1.171)
H (0.001, -2.453, -1.711)
H (-2.379, -0.018, 1.746)
H (1.945, -0.731, 0.581)
H (1.122, 0.210, 1.834)
H (1.443, 0.953, 0.260)
H (2.268, -0.341, -2.024)
H (2.193, -1.946, -2.933)
H (-0.399, 2.383, 1.805)
H (-1.906, 2.227, 2.841)

As for the total energy: -9356.1776 eV. The gap between HOMO and LUMO (alpha / beta) is 8.34 / 7.89 eV. The highest occupied orbital energy (alpha / beta) comes out at -7.5655 / -7.3556 eV. For the LUMO energy (alpha / beta), the calculation gives 0.0284 / 0.0195 hartree. As for the energy above the lowest of the compared OMol25 structures with the same formula, charge and spin: 796.9 kJ/mol.